Density functional theory data (ωB97M-V with the def2-TZVPD basis set) for a cluster of 10 separate species, C3H25NO9 in total at a distorted geometry.

Energy above the lowest of the compared OMol25 structures with the same formula, charge and spin: 1.584 eV
Kohn-Sham gap: 9.4 eV
SMILES: C=CNC.O.O.O.O.O.O.O.O.O
Highest occupied orbital energy: -9.09 eV

Geometry (Å):
C  0.351  1.850  2.986
C  -0.054  0.919  2.130
N  0.055  -0.481  2.232
C  -1.152  -1.213  2.522
H  0.920  1.606  3.923
H  0.277  2.829  2.626
H  -0.701  1.277  1.295
H  0.695  -0.810  2.942
H  -0.965  -2.314  2.315
H  -1.305  -1.351  3.594
H  -1.913  -0.827  1.881
O  2.785  1.247  -2.692
H  3.387  0.736  -2.148
H  2.151  1.574  -1.956
O  -2.124  -1.443  -1.727
H  -2.160  -1.283  -2.660
H  -1.279  -1.850  -1.530
O  -3.204  2.087  1.577
H  -2.565  2.391  2.237
H  -2.629  2.077  0.775
O  -1.882  1.077  -0.958
H  -2.734  0.813  -1.297
H  -1.529  0.308  -0.502
O  0.764  2.113  -1.144
H  -0.122  2.174  -0.997
H  1.176  2.098  -0.283
O  1.815  -2.701  0.385
H  1.666  -2.820  -0.604
H  0.980  -2.319  0.732
O  0.276  -2.595  -2.125
H  -0.305  -3.078  -2.714
H  0.494  -1.860  -2.646
O  2.450  -0.015  0.393
H  2.224  -0.945  0.555
H  3.297  0.235  0.805
O  0.262  -0.163  -3.267
H  -0.229  0.407  -2.644
H  0.826  0.250  -4.012

Force components x, y, z for each atom (eV/Å):
C 1.31 -1.64 0.86
C -1.29 -0.23 0.01
N 0.72 -0.05 0.24
C 0.81 -2.51 -0.14
H -0.62 0.39 -1.08
H -0.13 1.56 0.10
H 0.79 -0.61 0.44
H 0.69 0.74 -0.13
H -0.28 1.06 -0.64
H -0.92 1.14 0.14
H -1.13 0.00 0.25
O -0.98 0.81 1.74
H 0.31 -0.34 -0.15
H 0.97 -0.70 -2.15
O -1.18 -0.04 0.96
H 0.26 0.06 -0.70
H 0.57 -0.27 -0.25
O 1.10 0.20 -0.66
H -0.34 -0.07 0.24
H -0.86 -0.16 0.41
O 0.62 1.14 0.41
H -0.29 -0.37 -0.09
H -0.25 -0.31 -0.25
O 3.56 0.16 -0.56
H -4.09 0.24 0.46
H 0.23 -0.23 0.56
O -0.74 0.13 -1.11
H -0.08 0.23 1.72
H 0.45 -0.46 -0.45
O -0.39 -2.28 1.36
H -0.06 -0.63 -0.03
H 0.87 2.67 -1.31
O 0.47 1.18 -0.07
H 0.65 -0.09 0.05
H -0.66 -0.69 -0.16
O 0.56 -0.28 -1.73
H 0.89 0.42 -0.90
H -1.55 -0.17 2.63

Now the Mulliken charges, all in e: atom 1 (C): -0.880, atom 2 (C): 0.467, atom 3 (N): 0.005, atom 4 (C): -1.101, atom 5 (H): 0.261, atom 6 (H): 0.331, atom 7 (H): -0.388, atom 8 (H): 0.255, atom 9 (H): 0.302, atom 10 (H): 0.335, atom 11 (H): 0.412, atom 12 (O): -0.644, atom 13 (H): 0.290, atom 14 (H): 0.469, atom 15 (O): -0.670, atom 16 (H): 0.289, atom 17 (H): 0.396, atom 18 (O): -0.631, atom 19 (H): 0.326, atom 20 (H): 0.331, atom 21 (O): -0.662, atom 22 (H): 0.305, atom 23 (H): 0.348, atom 24 (O): -0.706, atom 25 (H): 0.348, atom 26 (H): 0.282, atom 27 (O): -0.774, atom 28 (H): 0.356, atom 29 (H): 0.319, atom 30 (O): -0.718, atom 31 (H): 0.311, atom 32 (H): 0.403, atom 33 (O): -0.531, atom 34 (H): 0.352, atom 35 (H): 0.266, atom 36 (O): -0.660, atom 37 (H): 0.335, atom 38 (H): 0.269